[1]
Density functional theory data (the ωB97M-V functional and the def2-TZVPD basis) for a 10-piece molecular cluster, C34H53N3O20 overall.

Atoms and positions in Å:
O -9.4552 13.6482 -14.6365
C -10.4126 14.3053 -14.2922
O -11.2302 14.9725 -15.0867
C -11.0800 14.9009 -16.5107
C -11.8454 13.7089 -17.0554
C -10.7026 14.4809 -12.8268
H -10.0139 14.8810 -16.7347
H -11.5186 15.8155 -16.9029
H -11.5459 13.4727 -18.0787
H -12.9127 13.9191 -17.1140
H -11.6650 12.8079 -16.4694
H -11.2687 15.3871 -12.6382
H -9.7554 14.5002 -12.2936
H -11.2370 13.5972 -12.4750
C -9.7096 11.9329 -9.1570
C -10.7841 12.9703 -9.5303
C -10.9248 14.1624 -8.6088
C -9.6781 14.8682 -8.3063
N -8.7148 15.4374 -8.0355
H -8.8550 12.5284 -8.8045
H -9.3386 11.2677 -9.9246
H -10.0222 11.3923 -8.2595
H -11.7491 12.4657 -9.6265
H -10.5900 13.2089 -10.5763
H -11.3557 13.8700 -7.6496
H -11.5659 14.8835 -9.1149
C -6.6876 15.6852 -5.3577
C -5.4723 15.2456 -6.1629
C -4.7684 14.0245 -5.5549
C -4.5085 14.1247 -4.1174
N -4.3050 14.2038 -2.9907
H -7.4464 14.9006 -5.3782
H -7.0700 16.6114 -5.7838
H -6.4213 15.8578 -4.3140
H -4.7599 16.0751 -6.2133
H -5.7101 14.9958 -7.1965
H -3.9022 13.7161 -6.1353
H -5.4607 13.1740 -5.6037
C -13.2558 10.2230 -8.1810
C -12.2195 9.2302 -7.6798
C -12.5085 8.7903 -6.2409
C -13.5788 7.8025 -6.1519
N -14.4361 7.0494 -6.0413
H -14.2762 9.8294 -8.1708
H -13.1250 10.6222 -9.1917
H -13.2800 11.1516 -7.5960
H -11.2472 9.6967 -7.8230
H -12.2657 8.3275 -8.2927
H -12.8352 9.6499 -5.6483
H -11.6014 8.4036 -5.7756
C -7.0369 12.9724 -12.2425
C -6.3949 12.6573 -13.5974
O -6.8727 11.3512 -13.8885
C -7.9265 11.0605 -13.0863
O -8.5694 10.0638 -13.1678
O -8.0985 12.0288 -12.1790
H -7.4312 13.9788 -12.1249
H -6.3259 12.8101 -11.4299
H -5.3105 12.6688 -13.4932
H -6.6678 13.3272 -14.4124
C -11.5564 9.1387 -13.0487
C -11.5196 10.0938 -11.8326
O -10.8343 9.3360 -10.8484
C -10.5917 8.0886 -11.2840
O -9.9369 7.2953 -10.6839
O -11.1162 7.8927 -12.5076
H -10.9397 9.4935 -13.8662
H -12.6106 9.0483 -13.3074
H -12.5119 10.3839 -11.4938
H -10.9633 11.0011 -12.0722
C -15.6228 13.2630 -14.1804
C -14.4735 12.4925 -14.7988
O -13.8534 11.9561 -13.6326
C -14.1677 12.7339 -12.5806
O -13.6452 12.6618 -11.5144
O -15.1370 13.6234 -12.8923
H -16.4994 12.6162 -14.0544
H -15.9985 14.0928 -14.7777
H -13.7660 13.1249 -15.3362
H -14.9005 11.8465 -15.5673
C -10.6908 15.5941 -4.7729
C -10.7340 16.3726 -3.4519
O -11.5065 17.5236 -3.7508
C -11.9952 17.4417 -4.9985
O -12.5647 18.3218 -5.5568
O -11.7542 16.2119 -5.5167
H -10.8832 14.5292 -4.6590
H -9.7664 15.7192 -5.3378
H -9.7155 16.6526 -3.1753
H -11.1390 15.8464 -2.5895
C -11.2552 17.8355 -10.3665
C -11.9381 18.2254 -9.0439
O -13.1483 17.4378 -9.0428
C -13.1470 16.6030 -10.0948
O -14.0557 15.8954 -10.3890
O -11.9882 16.6916 -10.7666
H -10.2186 17.5820 -10.1327
H -11.2224 18.6246 -11.1151
H -12.3009 19.2560 -9.0545
H -11.3879 18.1061 -8.1140
C -8.0482 8.7936 -8.5341
C -7.3694 9.3704 -9.7977
O -6.5291 10.4074 -9.2766
C -6.7524 10.5770 -7.9528
O -6.2239 11.4022 -7.2747
O -7.6326 9.6898 -7.4856
H -7.5562 7.8554 -8.2760
H -9.1190 8.6508 -8.6359
H -8.0797 9.7518 -10.5249
H -6.7577 8.5676 -10.2011

Summary:
Highest occupied orbital energy, eV: -10.94
Multiplicity: 1
Kohn-Sham gap, eV: 11.1
Charge: 0
Energy above the lowest of the compared OMol25 structures with the same formula, charge and spin, eV: 0.000
LUMO energy, Ha: 0.0055

These are the Mulliken partial charges, in e, on atoms 1 to 2: -0.66, 0.30

---

[2]
Density functional theory data (the ωB97M-V functional and the def2-TZVPD basis) for C34H54Cl5RuSb as an isolated structure.

Atoms and positions in Å:
Ru -0.3768 0.0886 -0.4063
C -2.0496 2.6377 1.7732
C -1.6168 1.1992 1.6467
C -2.5062 0.2922 1.0238
C -3.7206 0.8276 0.3081
C -2.3536 -1.0936 1.2413
C -3.3815 -2.0747 0.7481
C -1.2895 -1.5589 2.0292
C -1.1803 -3.0251 2.3455
C -0.3552 -0.6620 2.5745
C 0.7119 -1.1985 3.4904
C -0.4870 0.7178 2.3433
C 0.4911 1.6993 2.9423
H -3.0722 2.6596 2.1514
H -2.0469 3.1549 0.8177
H -1.4285 3.1942 2.4670
H -4.5879 0.8106 0.9736
H -3.9522 0.2297 -0.5669
H -3.5729 1.8515 -0.0252
H -3.7580 -2.6669 1.5829
H -2.9433 -2.7584 0.0186
H -4.2263 -1.5844 0.2775
H -1.7047 -3.2458 3.2800
H -0.1450 -3.3353 2.4656
H -1.6223 -3.6371 1.5645
H 0.2646 -1.8645 4.2280
H 1.2304 -0.4146 4.0315
H 1.4540 -1.7754 2.9322
H 0.1900 1.9772 3.9554
H 0.5537 2.6061 2.3440
H 1.4945 1.2834 2.9997
Cl -3.6241 -0.7718 -2.9004
C -2.1156 -1.6195 -2.8769
C -1.2742 -1.5314 -1.7696
C -0.2367 -2.4604 -1.7657
Cl 0.6520 -2.5942 -0.2775
C 0.0855 -3.3090 -2.8173
Cl 1.4205 -4.3863 -2.7146
C -0.6983 -3.2509 -3.9652
Cl -0.2994 -4.2099 -5.3267
C -1.8271 -2.4312 -3.9780
Cl -2.8382 -2.4170 -5.3673
C 1.2432 5.0994 0.1191
C 0.4978 4.8381 -1.1857
C -0.9925 5.0959 -1.0162
C 1.0285 5.7266 -2.2993
Sb 0.7859 2.6268 -1.6225
C -0.4593 2.3423 -3.4598
C -0.3802 3.4942 -4.4507
C -1.8789 2.2227 -2.9184
C -0.0285 1.0452 -4.1355
C 2.9630 2.4341 -2.2458
C 3.4149 3.6272 -3.0771
C 3.1406 1.1506 -3.0539
C 3.7752 2.3907 -0.9561
H 1.0309 6.1147 0.4677
H 2.3225 5.0149 -0.0183
H 0.9379 4.4044 0.9050
H -1.1410 6.1234 -0.6700
H -1.4384 4.4379 -0.2752
H -1.5327 4.9864 -1.9569
H 0.7887 6.7667 -2.0540
H 0.5690 5.5028 -3.2606
H 2.1073 5.6626 -2.4043
H -0.8213 4.4045 -4.0434
H -0.9451 3.2322 -5.3512
H 0.6467 3.7016 -4.7559
H -2.2044 3.1430 -2.4280
H -1.9614 1.4021 -2.2026
H -2.5722 2.0151 -3.7349
H 0.9134 1.1626 -4.6675
H -0.7845 0.7408 -4.8675
H 0.0729 0.2258 -3.4192
H 2.7408 3.8359 -3.9091
H 4.4030 3.4084 -3.4951
H 3.5150 4.5205 -2.4629
H 2.8797 1.3065 -4.0998
H 2.5505 0.3117 -2.6812
H 4.1922 0.8481 -3.0237
H 3.5760 3.2592 -0.3243
H 4.8429 2.3947 -1.2002
H 3.5670 1.4947 -0.3792
C 4.6338 -0.4938 1.6513
C 3.5521 -1.2144 0.8288
C 4.1731 -1.9294 -0.3703
C 2.4784 -0.2629 0.4242
H 5.3524 -1.2123 2.0447
H 4.1911 0.0494 2.4886
H 5.1679 0.2205 1.0234
H 3.1097 -1.9747 1.4938
H 4.6085 -1.2080 -1.0657
H 3.4306 -2.5193 -0.9056
H 4.9650 -2.6043 -0.0451
H 2.0542 0.4117 1.1562
H 2.1816 -0.2080 -0.6158

Summary:
Highest occupied orbital energy (alpha / beta), eV: -10.55 / -11.29
Multiplicity: 6
Kohn-Sham gap (alpha / beta), eV: 8.2 / 7.0
Charge: +1
Energy above the lowest of the compared OMol25 structures with the same formula, charge and spin, eV: 1.271
LUMO energy (alpha / beta), Ha: -0.0864 / -0.1567

These are the Mulliken partial charges, in e, on atoms 1 to 2: 2.72, -1.44

---

[3]
Density functional theory data (the ωB97M-V functional and the def2-TZVPD basis) for a 2-piece molecular cluster, C34H55B2N5O7PS overall.

Atoms and positions in Å:
C -3.9750 -0.7469 2.6671
C -3.2656 -0.1002 1.7278
C -2.8769 1.3450 1.8607
C -3.3938 2.2199 0.6890
O -3.9135 3.4330 1.3046
C -4.7073 1.6328 0.1314
C -4.8712 0.4134 -0.7937
C -3.7463 -0.1254 -1.6792
C -4.0165 -1.6072 -1.9784
C -3.3837 -2.0711 -3.2762
O -3.9691 -1.3152 -4.3330
C -3.0426 -0.6933 -5.1999
C -2.3352 -1.6727 -6.1427
N -2.4040 2.6107 -0.2775
B -2.8447 3.6355 -1.3284
O -2.9849 4.9291 -0.8487
C -3.1637 3.4025 -2.8391
C -4.6801 3.2800 -3.1461
C -1.0180 2.3961 -0.2180
O -0.6128 1.8396 -1.4659
S -0.2097 4.1149 -0.1637
C -0.5151 1.4238 0.9479
N -0.5280 0.0501 0.4223
C -0.1704 -1.0517 1.3506
C 0.7395 -2.0764 0.6772
C 0.1390 -2.7841 -0.5290
P 1.2865 1.8018 1.3655
N 1.6506 3.0317 2.2622
N -1.3943 1.6199 2.1643
N -1.3368 3.0658 2.4132
B -0.9242 0.9650 3.5578
O -1.3429 -0.2954 3.8289
C -0.0176 1.7130 4.5774
C 1.0339 0.7726 5.1966
H -4.2381 -1.7890 2.5477
H -4.3153 -0.2227 3.5555
H -3.0227 -0.5959 0.7950
H -3.4166 1.7372 2.7245
H -3.1621 4.0228 1.4185
H -5.1904 2.4963 -0.3256
H -5.3028 1.4371 1.0250
H -5.2319 -0.4286 -0.1981
H -5.7131 0.6541 -1.4460
H -3.7227 0.3569 -2.6454
H -2.7842 -0.0379 -1.1776
H -3.7479 -2.2391 -1.1320
H -5.0965 -1.7275 -2.1154
H -3.6148 -3.1247 -3.4439
H -2.3026 -1.9292 -3.2879
H -3.6208 0.0272 -5.7777
H -2.3177 -0.1115 -4.6176
H -2.5751 -2.6923 -5.8437
H -2.6947 -1.5582 -7.1628
H -1.2543 -1.5591 -6.1365
H -3.8510 5.0807 -0.4628
H -2.5882 2.5840 -3.2714
H -2.8239 4.3112 -3.3408
H -4.9167 3.8758 -4.0263
H -4.9920 2.2635 -3.3333
H -5.2898 3.7085 -2.3479
H 0.3433 1.8739 -1.5457
H 0.7918 3.8891 -1.0215
H 0.1918 0.0339 -0.2911
H 0.3659 -0.7263 2.2381
H -1.0678 -1.5496 1.7124
H 1.6641 -1.5761 0.3658
H 1.0467 -2.7999 1.4323
H 0.2053 -2.1789 -1.4272
H -0.8908 -3.0721 -0.3340
H 0.6892 -3.7057 -0.7167
H 1.8225 1.7998 0.0655
H 1.7291 0.6074 1.9353
H 2.1899 3.7333 1.7758
H -0.3528 3.3515 2.4365
H -1.8420 3.2592 3.2657
H -1.9710 -0.3762 4.5495
H -0.7082 2.0009 5.3861
H 0.4349 2.6308 4.2264
H 1.5429 0.1657 4.4511
H 1.7571 1.3523 5.7641
H 0.5582 0.0894 5.8996
C 7.4512 -6.0400 0.6314
C 6.0709 -6.1478 0.5044
C 5.2986 -5.0130 0.3274
C 5.9031 -3.7629 0.2840
C 7.2899 -3.6540 0.4278
C 8.0597 -4.7970 0.5940
C 7.9671 -2.3249 0.4228
O 9.1668 -2.2263 0.5408
C 7.1099 -1.1106 0.2718
C 7.6992 0.1470 0.3089
C 6.9193 1.2812 0.1603
C 5.5465 1.1637 -0.0350
C 4.9589 -0.0883 -0.0746
C 5.7337 -1.2267 0.0890
C 5.0587 -2.5573 0.0767
O 3.8565 -2.6402 -0.0891
H 8.0527 -6.9291 0.7624
H 5.5990 -7.1201 0.5419
H 4.2257 -5.0856 0.2208
H 9.1313 -4.7009 0.6954
H 8.7671 0.2242 0.4567
H 7.3796 2.2591 0.1950
H 4.9419 2.0538 -0.1553
H 3.8932 -0.2025 -0.2235

Summary:
Highest occupied orbital energy, eV: -11.45
Multiplicity: 1
Kohn-Sham gap, eV: 8.5
Charge: +1
LUMO energy, Ha: -0.1069

These are the Mulliken partial charges, in e, on atoms 1 to 2: -1.48, -0.03

---

Max |F| list, top to bottom, in eV/Å: 2.29, 1.15, 1.40